{
  "formula": "C23H14Cl5CrN4S5Te",
  "method": "ωB97M-V/def2-TZVPD",
  "s2": 6.029,
  "orbital_gap_ev": [5.688, 5.850],
  "charge": -1,
  "de_lowest_kj_mol": 0.0,
  "e_homo_ev": [-3.88, -4.04],
  "energy_ev": -182545.886,
  "spin_multiplicity": 5,
  "species": ["Cr", "Cl", "C", "C", "C", "Cl", "C", "Cl", "C", "Cl", "C", "Cl", "S", "C", "S", "C", "C", "S", "S", "S", "N", "C", "N", "N", "C", "N", "H", "H", "H", "H", "Te", "C", "C", "C", "C", "C", "C", "C", "C", "C", "C", "C", "C", "H", "H", "H", "H", "H", "H", "H", "H", "H", "H"],
  "coordinates": [[2.019, 0.882, 0.647], [-0.040, 1.176, 3.786], [1.707, 1.209, 3.895], [2.448, 1.111, 2.730], [3.826, 1.144, 2.920], [4.837, 1.025, 1.486], [4.453, 1.260, 4.155], [6.177, 1.285, 4.294], [3.660, 1.353, 5.296], [4.394, 1.490, 6.855], [2.275, 1.330, 5.165], [1.291, 1.451, 6.586], [2.052, 5.760, -4.853], [2.044, 4.653, -3.613], [1.888, 5.061, -1.955], [1.970, 3.457, -1.270], [2.108, 2.465, -2.171], [2.212, 0.768, -1.762], [2.188, 2.959, -3.844], [1.873, 3.249, 0.464], [1.643, -3.021, -2.124], [1.621, -3.856, -1.075], [1.403, -5.168, -1.341], [1.810, -3.530, 0.191], [1.938, -2.242, 0.444], [2.044, -1.121, 0.713], [1.121, -3.289, -2.944], [1.620, -2.020, -1.955], [1.599, -5.502, -2.268], [1.613, -5.797, -0.584], [-1.116, 1.105, -0.054], [-3.183, 1.021, 0.416], [-3.657, 0.218, 1.449], [-5.011, 0.201, 1.758], [-5.899, 0.993, 1.043], [-5.431, 1.793, 0.009], [-4.077, 1.811, -0.303], [-1.270, -0.538, -1.389], [-1.448, -1.825, -0.889], [-1.641, -2.898, -1.753], [-1.649, -2.690, -3.126], [-1.451, -1.410, -3.631], [-1.256, -0.338, -2.767], [-2.967, -0.398, 2.013], [-5.372, -0.429, 2.562], [-6.951, 0.994, 1.297], [-6.121, 2.409, -0.556], [-3.714, 2.435, -1.110], [-1.437, -1.990, 0.182], [-1.784, -3.893, -1.351], [-1.812, -3.523, -3.800], [-1.456, -1.240, -4.701], [-1.093, 0.656, -3.163]],
  "nbo_charge": [0.803, -0.013, 0.041, -0.432, -0.058, 0.023, -0.092, 0.025, -0.089, 0.025, -0.119, 0.021, -0.190, -0.570, 0.486, -0.398, -0.417, -0.373, 0.469, -0.291, -0.788, 0.659, -0.788, -0.634, 0.551, -0.518, 0.407, 0.437, 0.393, 0.411, 0.626, -0.288, -0.237, -0.205, -0.220, -0.235, -0.165, -0.269, -0.185, -0.248, -0.251, -0.211, -0.224, 0.220, 0.207, 0.206, 0.208, 0.214, 0.212, 0.211, 0.206, 0.212, 0.235]
}

=====

{
  "formula": "C23H15Co2N2O6",
  "method": "ωB97M-V/def2-TZVPD",
  "orbital_gap_ev": 6.600,
  "charge": -1,
  "de_lowest_kj_mol": 68.7,
  "e_homo_ev": -4.10,
  "energy_ev": -114611.573,
  "spin_multiplicity": 1,
  "species": ["O", "C", "Co", "C", "O", "C", "O", "C", "C", "C", "C", "C", "C", "C", "C", "C", "Co", "C", "O", "C", "O", "C", "O", "H", "H", "H", "H", "H", "H", "H", "N", "C", "C", "C", "C", "N", "C", "C", "C", "C", "H", "H", "H", "H", "H", "H", "H", "H"],
  "coordinates": [[3.616, 3.254, 2.835], [2.477, 3.162, 3.023], [0.770, 3.064, 3.366], [0.640, 4.398, 4.493], [0.606, 5.280, 5.243], [-0.023, 3.585, 1.871], [-0.544, 3.968, 0.908], [0.574, 1.377, 4.416], [-0.525, 0.537, 4.180], [-1.786, 0.431, 4.652], [-2.966, 0.000, 3.933], [-4.161, 0.756, 4.042], [-5.272, 0.436, 3.273], [-5.230, -0.670, 2.411], [-4.066, -1.445, 2.323], [-2.964, -1.154, 3.126], [0.891, 0.168, 3.126], [2.618, 0.202, 2.747], [3.742, 0.180, 2.483], [0.584, 0.716, 1.450], [0.571, 0.951, 0.315], [1.057, -1.519, 3.600], [1.188, -2.634, 3.896], [1.079, 1.460, 5.392], [-1.994, 0.872, 5.642], [-4.176, 1.604, 4.732], [-6.167, 1.058, 3.327], [-6.098, -0.916, 1.798], [-4.024, -2.276, 1.621], [-2.071, -1.784, 3.162], [-4.666, -2.438, -3.012], [-3.515, -2.782, -2.385], [-3.096, -2.066, -1.230], [-1.967, -2.495, -0.540], [-1.282, -3.665, -1.011], [-0.290, -3.956, -0.102], [-0.283, -3.012, 0.905], [-1.270, -2.071, 0.649], [-1.637, -4.349, -2.173], [-2.740, -3.874, -2.883], [-5.003, -2.946, -3.817], [-5.255, -1.693, -2.672], [-3.662, -1.206, -0.864], [0.343, -4.745, -0.170], [0.423, -3.099, 1.716], [-1.467, -1.145, 1.179], [-1.061, -5.217, -2.497], [-3.046, -4.349, -3.819]],
  "nbo_charge": [-0.553, 0.423, 0.029, 0.534, -0.559, 0.431, -0.540, -0.563, 0.024, -0.396, -0.016, -0.213, -0.220, -0.275, -0.161, -0.239, -0.104, 0.562, -0.519, 0.473, -0.535, 0.575, -0.550, 0.191, 0.184, 0.206, 0.200, 0.198, 0.206, 0.221, -0.819, 0.170, -0.303, 0.014, 0.080, -0.535, -0.020, -0.337, -0.221, -0.292, 0.380, 0.388, 0.214, 0.404, 0.221, 0.245, 0.204, 0.196]
}

=====

{
  "formula": "C23H15F2NO2",
  "method": "ωB97M-V/def2-TZVPD",
  "orbital_gap_ev": 8.612,
  "de_lowest_kj_mol": 0.0,
  "e_homo_ev": -8.86,
  "energy_ev": -35113.222,
  "spin_multiplicity": 1,
  "species": ["O", "C", "C", "C", "C", "C", "C", "C", "C", "O", "N", "C", "C", "C", "C", "C", "C", "C", "C", "F", "C", "C", "C", "C", "C", "C", "F", "C", "H", "H", "H", "H", "H", "H", "H", "H", "H", "H", "H", "H", "H", "H", "H"],
  "coordinates": [[1.112, -0.961, 1.794], [-0.107, -0.828, 1.865], [-0.991, -1.598, 2.807], [-0.713, -2.604, 3.745], [-1.757, -3.198, 4.478], [-3.081, -2.786, 4.266], [-3.336, -1.777, 3.322], [-2.277, -1.190, 2.601], [-2.248, -0.122, 1.531], [-3.226, 0.478, 1.146], [-0.901, 0.029, 1.087], [-0.168, 1.024, -0.098], [0.557, 0.539, -1.299], [-0.081, -0.308, -2.139], [0.388, -0.722, -3.450], [-0.439, -1.445, -4.331], [0.046, -1.847, -5.574], [1.355, -1.500, -5.962], [2.154, -0.757, -5.090], [3.441, -0.426, -5.467], [1.695, -0.364, -3.833], [0.770, 2.031, 0.588], [0.138, 2.597, 1.662], [0.689, 3.651, 2.382], [1.938, 4.186, 2.006], [2.628, 3.516, 0.999], [3.818, 4.067, 0.576], [2.134, 2.372, 0.337], [0.317, -2.900, 3.882], [-1.543, -3.983, 5.204], [-3.886, -3.266, 4.835], [-4.353, -1.450, 3.150], [-1.040, 1.652, -0.450], [1.532, 0.976, -1.583], [-1.051, -0.642, -1.807], [-1.458, -1.658, -4.014], [-0.603, -2.415, -6.243], [1.762, -1.841, -6.915], [2.366, 0.203, -3.181], [-0.868, 2.249, 1.859], [0.121, 4.079, 3.189], [2.376, 5.045, 2.514], [2.789, 1.893, -0.387]],
  "nbo_charge": [-0.555, 0.669, -0.136, -0.162, -0.196, -0.197, -0.195, -0.061, 0.668, -0.551, -0.494, -0.027, -0.214, -0.139, -0.057, -0.199, -0.188, -0.281, 0.408, -0.332, -0.261, -0.019, -0.213, -0.175, -0.282, 0.408, -0.334, -0.276, 0.232, 0.223, 0.226, 0.232, 0.248, 0.217, 0.206, 0.217, 0.223, 0.234, 0.226, 0.217, 0.219, 0.237, 0.233]
}

=====

{
  "formula": "C23H16BrCl4F6O5SbTi",
  "method": "ωB97M-V/def2-TZVPD",
  "s2": 3.807,
  "orbital_gap_ev": [6.280, 6.771],
  "charge": -1,
  "de_lowest_kj_mol": 12.9,
  "e_homo_ev": [-4.13, -6.72],
  "energy_ev": -200448.296,
  "spin_multiplicity": 4,
  "species": ["Ti", "Cl", "C", "C", "Cl", "C", "Cl", "C", "O", "C", "O", "C", "Cl", "Br", "C", "C", "C", "C", "C", "C", "C", "O", "O", "H", "H", "H", "H", "F", "Sb", "F", "F", "F", "F", "F", "C", "C", "C", "C", "C", "C", "C", "O", "C", "C", "C", "H", "H", "H", "H", "H", "H", "H", "H", "H", "H", "H", "H"],
  "coordinates": [[0.281, -2.117, -1.076], [5.773, 1.919, -0.484], [4.722, 0.560, -0.437], [5.275, -0.740, -0.200], [6.972, -0.896, 0.035], [4.476, -1.849, -0.168], [5.093, -3.426, 0.097], [3.068, -1.720, -0.377], [2.267, -2.683, -0.390], [2.508, -0.388, -0.591], [1.253, -0.320, -0.745], [3.376, 0.734, -0.630], [2.671, 2.270, -0.920], [-4.920, -4.669, -0.029], [-3.988, -3.789, 1.370], [-4.603, -3.639, 2.601], [-3.914, -2.999, 3.623], [-2.633, -2.519, 3.408], [-2.033, -2.670, 2.164], [-2.711, -3.311, 1.134], [-0.645, -2.113, 1.961], [-0.005, -1.660, 2.882], [-0.245, -2.108, 0.718], [-5.604, -4.017, 2.757], [-4.387, -2.875, 4.589], [-2.077, -2.019, 4.189], [-2.248, -3.440, 0.166], [-0.053, -3.885, -1.348], [-0.323, -4.209, -4.096], [1.137, -2.016, -2.705], [-1.240, -1.462, -1.750], [-0.333, -4.532, -5.995], [-1.385, -5.753, -3.740], [1.312, -5.141, -3.883], [1.346, 6.094, 0.390], [0.547, 4.838, 0.175], [0.259, 3.973, 1.226], [-0.440, 2.793, 1.050], [-0.664, 1.865, 2.209], [-0.901, 2.457, -0.252], [-1.636, 1.280, -0.500], [-1.971, 0.387, 0.391], [-0.602, 3.325, -1.342], [-1.026, 2.964, -2.735], [0.104, 4.484, -1.102], [1.504, 6.281, 1.452], [0.842, 6.966, -0.034], [2.328, 6.024, -0.085], [0.617, 4.217, 2.222], [-0.251, 2.287, 3.125], [-0.189, 0.894, 2.046], [-1.729, 1.678, 2.378], [-1.900, 0.940, -1.501], [-0.573, 2.020, -3.052], [-0.723, 3.736, -3.441], [-2.111, 2.846, -2.808], [0.331, 5.136, -1.941]],
  "nbo_charge": [1.810, 0.056, -0.066, -0.076, 0.053, -0.123, 0.062, 0.344, -0.542, 0.420, -0.602, -0.155, 0.066, 0.045, -0.070, -0.238, -0.229, -0.129, -0.147, -0.208, 0.813, -0.606, -0.710, 0.221, 0.210, 0.228, 0.252, -0.552, 2.147, -0.581, -0.526, -0.736, -0.721, -0.707, -0.626, -0.025, -0.220, 0.021, -0.646, -0.147, 0.048, -0.171, 0.032, -0.642, -0.238, 0.209, 0.208, 0.213, 0.197, 0.213, 0.249, 0.222, 0.249, 0.227, 0.213, 0.211, 0.199]
}

=====

{
  "formula": "C23H16FNO17S2",
  "method": "ωB97M-V/def2-TZVPD",
  "orbital_gap_ev": 6.895,
  "e_homo_ev": -9.46,
  "energy_ev": -84779.201,
  "spin_multiplicity": 1,
  "species": ["O", "S", "O", "C", "C", "C", "N", "C", "C", "O", "S", "O", "O", "F", "H", "H", "H", "H", "C", "C", "C", "O", "C", "C", "C", "O", "O", "O", "H", "H", "H", "H", "C", "C", "C", "O", "C", "C", "C", "O", "O", "O", "H", "H", "H", "H", "C", "C", "C", "O", "C", "C", "C", "O", "O", "O", "H", "H", "H", "H"],
  "coordinates": [[3.472, 0.371, -1.789], [2.257, 1.200, -2.304], [2.866, 2.829, -2.325], [2.555, 3.298, -0.934], [3.370, 2.722, 0.409], [2.883, 3.291, 1.866], [1.793, 4.282, 2.157], [1.102, 4.824, 0.938], [1.364, 4.432, -0.631], [0.981, 1.255, -1.175], [0.291, -0.277, -0.894], [-1.102, -0.365, -1.631], [-0.079, -0.308, 0.641], [1.303, -1.613, -1.250], [4.213, 1.914, 0.232], [3.453, 2.841, 2.814], [0.235, 5.622, 1.133], [0.790, 4.889, -1.543], [3.822, -1.518, 3.127], [3.749, -2.734, 3.672], [3.949, -3.962, 2.854], [3.894, -5.065, 3.387], [4.203, -3.798, 1.414], [4.272, -2.582, 0.869], [4.100, -1.354, 1.692], [4.188, -0.250, 1.165], [4.508, -2.420, -0.484], [3.486, -2.897, 5.020], [3.681, -0.617, 3.710], [4.328, -4.699, 0.828], [4.514, -1.449, -0.634], [3.485, -3.868, 5.170], [-3.447, 2.107, -5.991], [-3.139, 1.287, -6.998], [-2.304, 0.073, -6.778], [-2.053, -0.672, -7.719], [-1.803, -0.182, -5.419], [-2.108, 0.640, -4.413], [-2.966, 1.838, -4.627], [-3.244, 2.565, -3.680], [-1.639, 0.407, -3.134], [-3.585, 1.535, -8.283], [-4.054, 2.992, -6.136], [-1.183, -1.058, -5.277], [-1.998, 1.140, -2.587], [-3.231, 0.799, -8.828], [-3.098, -0.960, 2.446], [-2.389, -1.722, 3.281], [-2.904, -2.075, 4.633], [-2.237, -2.792, 5.371], [-4.212, -1.534, 5.035], [-4.919, -0.770, 4.201], [-4.417, -0.440, 2.839], [-5.098, 0.250, 2.089], [-6.148, -0.256, 4.574], [-1.148, -2.212, 2.919], [-2.737, -0.698, 1.459], [-4.566, -1.784, 6.027], [-6.460, 0.261, 3.799], [-0.838, -2.735, 3.691]],
  "nbo_charge": [-0.846, 1.663, -0.642, 0.217, -0.285, 0.029, -0.420, 0.023, -0.292, -0.790, 2.264, -0.733, -0.774, -0.420, 0.290, 0.235, 0.234, 0.254, -0.356, 0.300, 0.469, -0.520, -0.382, 0.362, 0.464, -0.544, -0.658, -0.641, 0.246, 0.247, 0.511, 0.505, -0.358, 0.278, 0.536, -0.544, -0.374, 0.282, 0.471, -0.525, -0.635, -0.643, 0.247, 0.240, 0.511, 0.504, -0.356, 0.297, 0.471, -0.524, -0.357, 0.297, 0.470, -0.525, -0.644, -0.637, 0.256, 0.247, 0.504, 0.502]
}